15
Properties=species:S:1:pos:R:3:forces:R:3 method="wB97M-V/def2-TZVPD" orbital_gap_ha="0.2740 / 0.2964" multiplicity=1 max_force_ev_per_a=3.20 total_energy_ha=-2820.8229
C 0.13976 -0.06714 0.15738 -2.621 -0.624 -0.847
C -0.74957 0.89676 -0.59306 0.659 1.270 -1.464
C -0.14265 -1.34948 0.42888 -0.447 1.079 -1.532
C -2.03299 1.08587 -0.37907 0.392 -0.452 0.177
C -1.29373 -2.06135 -0.08165 -2.189 -1.478 0.396
C -1.79579 -2.39993 -1.23163 -0.182 0.298 0.063
Si -3.69915 0.89160 0.33714 0.001 1.168 0.754
Cl -2.26399 -2.92144 1.42238 0.881 0.713 -1.224
Cl -3.07171 -3.13860 -2.02756 0.916 0.368 0.670
Cl -4.48076 2.84068 0.49350 0.329 -0.969 -0.232
Cl -4.83151 -0.22926 -0.90508 -0.031 -0.019 0.013
Cl -3.85507 0.17861 2.28468 0.254 0.184 -0.909
H 0.97415 0.40427 0.52448 2.202 0.654 0.796
H -0.19150 1.61367 -1.43430 -1.344 -1.885 2.207
H 0.51032 -2.03655 0.87480 1.179 -0.307 1.130

---

18
Properties=species:S:1:pos:R:3:forces:R:3 method="wB97M-V/def2-TZVPD" total_charge=+1 orbital_gap_ha=0.4294 multiplicity=1 max_force_ev_per_a=4.12 total_energy_ha=-343.4629 e_above_lowest_kj_mol=265.8
C 0.00894 0.08772 -2.51167 -1.851 -0.521 1.464
C 0.16767 1.10351 -1.34256 1.635 1.604 -3.141
N -0.62129 0.75981 -0.20864 -2.763 -1.791 2.474
C -0.32584 -0.73872 0.52413 -1.133 0.199 0.497
C 0.21738 -0.36406 1.95107 -1.867 0.640 1.104
N 0.72104 -1.26437 2.84541 -1.047 -0.942 -2.371
O 0.01596 0.79909 2.26347 1.127 0.492 -0.240
H -1.14633 -0.07930 -2.64866 2.126 -0.178 0.446
H 0.31505 0.36937 -3.52003 0.594 0.232 0.516
H 0.55182 -0.80383 -2.09056 -0.865 0.343 -1.344
H -0.05636 2.16189 -1.68219 -0.346 -1.175 0.582
H 1.20623 1.23434 -1.00675 -0.093 -0.539 -0.129
H -1.63311 1.05538 -0.35985 1.468 -0.905 0.606
H -0.23926 1.21112 0.63078 -0.526 1.180 0.639
H -1.19113 -1.59842 0.65124 2.240 2.488 -1.220
H 0.55406 -0.83158 -0.06046 0.539 -1.933 -0.611
H 0.28373 -2.18155 2.91201 0.603 0.204 -0.201
H 1.17144 -0.92043 3.65325 0.160 0.601 0.929

---

17
Properties=species:S:1:pos:R:3:forces:R:3 method="wB97M-V/def2-TZVPD" orbital_gap_ha=0.3300 multiplicity=1 max_force_ev_per_a=2.20 total_energy_ha=-686.9373 e_above_lowest_kj_mol=67.0
C 2.29747 -0.07355 -0.55781 0.399 0.195 0.629
C 0.84055 -0.17891 -0.56639 -2.154 0.002 -0.461
C 0.12634 0.60926 0.49131 0.180 1.549 0.115
C -1.27538 1.13234 0.28233 -0.316 -0.050 -0.738
C -2.11577 -0.11849 0.03917 -0.874 -0.335 0.076
S -3.73335 -0.09242 -0.37635 1.167 -0.257 0.143
N -1.34165 -1.20739 0.30818 0.773 0.486 -0.423
C 0.05643 -0.86284 0.54851 0.576 -0.641 0.119
H 2.63092 0.78706 -1.11846 0.122 0.220 -0.292
H 2.57384 0.09374 0.46771 0.636 -0.017 0.529
H 2.77589 -0.95636 -0.90956 0.541 -0.700 -0.375
H 0.38503 -0.20221 -1.54047 -0.346 -0.124 -0.306
H 0.79484 1.25743 1.05941 -0.234 -0.527 0.351
H -1.37397 1.82304 -0.58961 0.003 -0.493 0.706
H -1.68309 1.63085 1.17178 0.187 -0.022 -0.229
H -1.56582 -2.16272 0.03486 -0.363 0.617 0.117
H 0.60774 -1.47885 1.25539 -0.298 0.096 0.040

---

11
Properties=species:S:1:pos:R:3:forces:R:3 method="wB97M-V/def2-TZVPD" total_charge=-1 orbital_gap_ha=0.3239 multiplicity=1 max_force_ev_per_a=4.51 total_energy_ha=-339.2383 e_above_lowest_kj_mol=98.1
N -0.59608 0.77263 0.38473 -1.063 1.440 -0.109
C -0.05092 1.28186 -0.79957 -4.500 -0.056 0.253
N -0.68055 2.04115 -1.67233 0.584 -0.994 0.303
H -1.59049 0.68733 0.82457 2.397 0.934 -2.221
H 0.04841 0.24194 0.95880 0.543 -0.388 -0.082
H 0.83830 0.80272 -1.07456 1.676 -0.638 0.177
H -0.23430 1.94617 -2.61470 0.002 0.395 1.316
O -0.68881 -2.08378 0.78891 1.895 0.376 0.864
C 0.54996 -1.93556 1.02995 -0.594 -0.071 -0.946
O 1.22399 -0.89101 1.32307 -0.747 -1.287 0.154
H 1.18050 -2.86344 0.85112 -0.194 0.287 0.291

---

25
Properties=species:S:1:pos:R:3:forces:R:3 method="wB97M-V/def2-TZVPD" orbital_gap_ha=0.3231 multiplicity=1 max_force_ev_per_a=6.84 total_energy_ha=-1446.7387 e_above_lowest_kj_mol=0.0
C -4.18888 -0.92331 -0.09570 1.993 0.758 1.603
C -2.65802 -0.69834 0.48336 -1.944 -0.443 -6.548
C -1.89228 0.28603 -0.51320 -0.016 0.202 2.818
C -0.94221 1.15281 0.44043 -0.015 -2.388 -3.418
S 0.51459 1.74628 -0.43260 1.688 -1.218 0.288
P 2.01989 -0.15168 -0.41114 0.507 0.951 1.130
N 2.16250 -0.28736 -2.04183 1.558 1.782 -1.844
S 1.64721 -1.83862 0.52555 -0.389 1.335 -0.580
N 3.58773 0.51908 0.06090 -3.043 -1.251 -2.091
C 4.01820 0.24191 1.39884 1.574 -0.899 -1.475
H -4.21234 -1.50491 -1.00339 0.388 -0.048 -0.361
H -4.77634 -0.01877 -0.23342 0.319 0.299 -0.062
H -4.69644 -1.48403 0.64385 -0.762 -0.772 0.752
H -2.19069 -1.65639 0.30019 0.223 -0.343 0.469
H -2.49036 -0.41096 1.44067 -0.373 0.868 2.978
H -2.55113 0.91630 -1.08436 -0.453 0.418 -0.002
H -1.36257 -0.29030 -1.23327 0.815 -0.431 -0.424
H -1.49025 1.98765 0.73225 -0.726 1.306 1.185
H -0.62259 0.44603 1.16599 0.281 0.018 1.208
H 1.39782 -0.66558 -2.57848 -0.218 -0.074 0.250
H 2.55494 0.58153 -2.54688 -0.852 -1.905 1.185
H 3.59315 1.47777 -0.26908 0.413 0.130 0.571
H 3.94326 -0.78376 1.70543 -0.303 -0.458 -0.312
H 5.03461 0.51533 1.46707 1.565 0.045 -0.144
H 3.60021 0.84328 2.07884 -2.229 2.119 2.824

---

15
Properties=species:S:1:pos:R:3:forces:R:3 method="wB97M-V/def2-TZVPD" orbital_gap_ha=0.3610 multiplicity=1 max_force_ev_per_a=2.28 total_energy_ha=-287.7450 e_above_lowest_kj_mol=229.7
C 0.94726 -1.53773 -2.10855 -2.142 0.475 -0.549
C 0.83669 -0.56328 -1.21190 0.780 -0.106 1.029
C -0.36597 -0.36104 -0.36172 1.441 0.091 1.754
C -1.61145 -0.35769 -0.79903 -2.233 -0.348 -0.323
N -0.02142 -0.17625 1.07462 0.755 -1.020 -1.890
H 1.80137 -1.51530 -2.73947 0.719 -0.657 -0.322
H 0.03177 -2.12765 -2.39340 1.226 0.459 0.297
H 1.79392 -0.06761 -0.90600 -1.112 0.038 -0.348
H -1.92761 -0.38192 -1.85159 0.815 -0.026 0.368
H -2.52902 -0.41575 -0.15802 1.249 0.355 -0.133
H -0.78148 -0.54986 1.60563 -0.553 0.073 0.554
H 0.80551 -0.76612 1.32212 -0.896 0.739 -0.441
O 0.42928 2.79323 3.19883 0.294 -0.203 -0.047
H 0.75258 2.51386 2.33539 -0.034 -0.219 0.039
H -0.16141 3.51311 2.99309 -0.308 0.349 0.011

---

18
Properties=species:S:1:pos:R:3:forces:R:3 method="wB97M-V/def2-TZVPD" orbital_gap_ha=0.3577 multiplicity=1 max_force_ev_per_a=4.99 total_energy_ha=-853.3526 e_above_lowest_kj_mol=500.8
C 1.16560 1.08820 2.58490 -0.105 1.575 0.643
S 1.50342 0.43018 0.94285 -1.484 1.869 -2.303
O 2.38540 1.28810 0.16376 -1.028 -0.820 1.772
O 1.77764 -0.96213 1.03669 0.718 -0.562 0.862
N -0.08713 0.50234 0.19203 -0.424 -3.631 1.150
C -0.65259 -1.10623 0.17407 1.652 4.687 -0.490
C -1.12037 -1.54739 -0.94478 -2.894 -2.350 -2.051
C -1.44810 -0.68595 -2.16982 1.886 1.096 1.931
C -0.73438 0.66634 -1.97099 0.045 -1.448 1.703
N -0.06481 1.16048 -0.99797 -0.576 -0.995 0.099
H 0.57885 2.04260 2.80207 1.023 -0.838 -1.576
H 0.67955 0.46634 3.31105 -0.132 -1.371 -0.323
H 2.17955 1.21717 2.92103 0.478 0.302 0.457
H -0.46691 -1.50595 1.11667 0.023 -0.924 1.031
H -1.61629 -2.60077 -1.04897 1.321 1.785 0.648
H -1.04987 -1.11572 -3.07584 0.072 -0.235 -0.336
H -2.51479 -0.59057 -2.27740 -0.463 0.135 0.002
H -0.51478 1.25296 -2.75935 -0.112 1.724 -3.218

---

15
Properties=species:S:1:pos:R:3:forces:R:3 method="wB97M-V/def2-TZVPD" orbital_gap_ha=0.3402 multiplicity=1 max_force_ev_per_a=5.65 total_energy_ha=-705.7162 e_above_lowest_kj_mol=471.1
O -0.85656 1.76932 -0.04341 0.838 2.480 -0.805
C -0.29426 0.61601 0.68859 3.164 1.680 -2.357
C -1.01538 -0.76196 0.36020 -0.061 4.213 -1.987
O -1.88658 -0.46432 -0.73622 -2.776 2.282 2.759
C 0.31024 -1.35794 0.00973 -0.907 -2.681 1.303
C 0.97240 -0.02796 -0.18137 -3.407 1.489 -3.465
S 2.70452 0.07308 -0.05598 2.177 1.716 -1.266
H -0.32771 2.62897 -0.58887 -1.397 -4.594 2.978
H -0.05616 0.87351 1.74084 -0.277 -0.185 -0.585
H -1.54695 -1.06428 1.18551 -1.202 -1.510 1.794
H -2.54192 0.32256 -0.22668 2.749 -3.285 -2.846
H 0.56265 -1.68060 1.05862 0.528 -0.739 -1.165
H 0.18840 -2.19793 -0.75705 0.998 1.122 1.047
H 0.62287 0.25028 -1.30014 0.963 -0.189 2.481
H 3.16446 1.02127 -1.15376 -1.389 -1.799 2.115